# 1
An isolated molecule of C5H13NS in a non-equilibrium geometry. Source: the Open Molecules 2025 dataset; level of theory: ωB97M-V/def2-TZVPD.

Frontier orbital gap (eV): 9.834
Molecular weight (g mol⁻¹): 119.233
HOMO level (eV): -8.90
Structure (SMILES): CCN[C@@H](C)CS
Largest force on an atom (eV/Å): 3.79
Multiplicity: 1

Each line ends with the Mulliken charge.
Atoms and positions in Å:
C  -0.982  -2.829  -0.695  -1.32
C  0.079  -1.753  -0.199  -0.29
N  -0.599  -0.451  -0.197  -0.33
C  0.327  0.529  0.310  0.17
C  1.310  1.327  -0.625  -1.15
C  -0.439  1.668  0.971  -1.02
S  0.425  2.749  2.191  -0.24
H  -1.872  -2.680  -0.050  0.32
H  -1.286  -2.734  -1.703  0.36
H  -0.634  -3.837  -0.660  0.41
H  0.978  -1.884  -0.841  0.26
H  0.417  -2.270  0.735  0.31
H  -0.893  -0.277  -1.168  0.30
H  0.942  0.056  1.161  0.25
H  1.809  0.870  -1.472  0.38
H  0.752  2.096  -1.336  0.28
H  2.012  1.909  0.119  0.31
H  -0.884  2.271  0.169  0.39
H  -1.316  1.298  1.454  0.46
H  -0.147  3.941  1.835  0.14

# 2
A cluster of 2 separate species, C3H11NO2S in total in a non-equilibrium geometry. Source: the Open Molecules 2025 dataset; level of theory: ωB97M-V/def2-TZVPD.

Frontier orbital gap (eV): 9.756
Molecular weight (g mol⁻¹): 125.193
HOMO level (eV): -9.40
Structure (SMILES): N[C@@H](CO)CS.O
Largest force on an atom (eV/Å): 4.71
Multiplicity: 1

Each line ends with the Mulliken charge.
Atoms and positions in Å:
N  -0.690  1.582  0.131  -0.65
C  -0.032  0.825  1.313  0.37
C  -1.066  0.146  2.175  -0.74
O  -2.153  1.098  2.458  -0.51
C  0.892  -0.358  0.679  -0.80
S  2.385  0.162  -0.129  -0.16
H  -0.580  0.844  -0.554  0.27
H  -0.166  2.318  -0.185  0.25
H  0.625  1.597  1.952  0.28
H  -1.329  -0.804  1.750  0.30
H  -0.568  -0.011  3.158  0.31
H  -2.588  1.174  1.605  0.32
H  1.289  -0.725  1.621  0.28
H  0.120  -1.137  0.440  0.37
H  1.792  1.001  -1.055  0.10
O  -1.395  -3.031  -5.328  -0.65
H  -0.603  -2.529  -5.010  0.33
H  -1.691  -3.613  -4.626  0.32

# 3
An isolated molecule of C6H10O. Source: the Open Molecules 2025 dataset; level of theory: ωB97M-V/def2-TZVPD.

Frontier orbital gap (eV): 10.391
Molecular weight (g mol⁻¹): 98.145
HOMO level (eV): -9.46
Structure (SMILES): C[C@H]1C[C@@]2(O)C[C@@H]12
Largest force on an atom (eV/Å): 0.30
Multiplicity: 1

Each line ends with the Mulliken charge.
Atoms and positions in Å:
C  2.127  0.395  -0.222  -1.38
C  0.859  -0.442  -0.223  0.37
C  -0.009  -0.587  1.063  -0.94
C  -1.251  -0.342  0.196  0.67
O  -2.371  -1.156  0.173  -0.51
C  -1.216  1.060  -0.311  -0.91
C  -0.392  -0.014  -0.996  -0.41
H  2.850  -0.012  0.495  0.36
H  1.940  1.440  0.047  0.29
H  2.596  0.379  -1.213  0.34
H  1.115  -1.454  -0.557  0.29
H  0.160  0.175  1.835  0.31
H  0.039  -1.579  1.518  0.29
H  -2.995  -0.840  0.839  0.36
H  -2.087  1.360  -0.890  0.30
H  -0.773  1.859  0.283  0.19
H  -0.591  -0.243  -2.038  0.38

# 4
A structure of composition C25H31N5OPtSeSi. Source: the Open Molecules 2025 dataset; level of theory: ωB97M-V/def2-TZVPD.

Frontier orbital gap (alpha / beta) (eV): 6.438 / 6.625
Molecular weight (g mol⁻¹): 719.681
HOMO level (alpha / beta) (eV): -7.28 / -7.66
Largest force on an atom (eV/Å): 0.26
Multiplicity: 3

Each line ends with the Mulliken charge.
Atoms and positions in Å:
Pt  -0.784  -0.199  0.085  2.35
N  -0.173  7.188  7.240  -0.53
C  -0.201  6.362  6.442  -0.09
C  -0.233  5.326  5.443  0.60
C  -1.283  5.275  4.531  -0.93
C  -1.304  4.281  3.569  -0.08
C  -0.293  3.324  3.519  -0.85
C  0.750  3.381  4.441  -0.14
C  0.788  4.380  5.397  -0.93
C  -0.332  2.256  2.483  0.86
C  -0.374  0.937  2.945  0.36
C  -0.485  0.498  4.292  -0.62
C  -0.431  -0.877  4.280  -1.17
C  -0.292  -1.248  2.926  -0.53
N  -0.253  -0.186  2.133  -0.24
C  -0.315  2.695  1.156  0.29
C  -0.025  4.009  0.692  -0.58
C  -0.055  3.972  -0.682  -1.04
C  -0.379  2.641  -1.030  -0.63
N  -0.533  1.890  0.048  -0.72
H  -2.074  6.011  4.577  0.45
H  -2.114  4.235  2.852  0.55
H  1.538  2.642  4.396  0.52
H  1.603  4.432  6.106  0.45
H  -0.600  1.135  5.154  0.60
H  -0.485  -1.546  5.121  0.45
H  -0.221  -2.243  2.512  0.54
H  0.204  4.857  1.316  0.59
H  0.127  4.782  -1.368  0.47
H  -0.529  2.222  -2.013  0.56
C  4.158  0.643  0.113  -0.98
N  3.901  -0.745  -0.215  0.23
C  5.054  -1.548  -0.574  -0.62
C  4.728  -3.019  -0.429  -0.69
C  3.484  -3.317  -1.237  -0.64
N  2.401  -2.427  -0.854  0.27
C  1.067  -2.855  -1.226  -0.65
C  2.610  -1.135  -0.454  0.36
O  1.687  -0.332  -0.287  -0.80
H  4.921  0.691  0.892  0.35
H  3.245  1.107  0.469  0.17
H  4.517  1.199  -0.759  0.32
H  5.879  -1.263  0.082  0.37
H  5.373  -1.329  -1.603  0.29
H  4.548  -3.253  0.622  0.29
H  5.561  -3.629  -0.777  0.36
H  3.147  -4.341  -1.066  0.36
H  3.695  -3.224  -2.311  0.29
H  0.917  -3.887  -0.907  0.34
H  0.901  -2.788  -2.305  0.32
H  0.334  -2.227  -0.723  -0.08
C  -5.686  0.435  -1.366  -1.06
Si  -4.447  0.161  0.008  0.47
C  -3.793  1.789  0.645  -0.78
C  -5.254  -0.787  1.403  -1.06
Se  -2.759  -1.110  -0.849  -0.53
H  -6.586  0.920  -0.979  0.32
H  -5.982  -0.506  -1.831  0.30
H  -5.263  1.073  -2.143  0.27
H  -4.624  2.399  1.012  0.53
H  -3.273  2.347  -0.133  0.21
H  -3.094  1.630  1.468  -0.05
H  -6.173  -0.291  1.724  0.34
H  -4.582  -0.846  2.261  0.30
H  -5.501  -1.805  1.102  0.30

Q: Which formula does entry 3 have?
A: C6H10O

Q: What is the formula in the first record?
A: C5H13NS